(A)
{"formula": "CH4Cl2SSi", "method": "ωB97M-V with the def2-TZVPD basis set", "homo_lumo_gap_ev": 6.91, "e_lumo_ha": -0.033, "homo_ev": -7.82, "elements": ["C", "Si", "S", "Cl", "Cl", "H", "H", "H", "H"], "positions_angstrom": [[-1.39014, -0.74691, -0.14153], [1.00500, 0.92324, -0.36974], [2.51942, -0.38604, 0.40220], [-2.66456, 0.04616, 0.83680], [-2.01212, -0.84361, -1.76964], [-1.26474, -1.77245, 0.31086], [1.23663, 1.24804, -1.74747], [0.31942, 1.38749, 0.85418], [2.25110, 0.14409, 1.62434]], "mulliken_charge": [-0.336, 0.593, -0.254, -0.189, -0.168, 0.244, -0.043, -0.020, 0.174]}

(B)
{"formula": "CH4Cl2SSi", "method": "ωB97M-V with the def2-TZVPD basis set", "homo_lumo_gap_ev": 10.42, "e_lumo_ha": 0.020, "smiles": "S[SiH2]C(Cl)Cl", "homo_ev": -9.88, "elements": ["C", "Si", "S", "Cl", "Cl", "H", "H", "H", "H"], "positions_angstrom": [[-1.01276, 0.28345, 0.54393], [0.65672, 0.42689, -0.40184], [2.24702, -1.01033, 0.20885], [-2.22775, 1.51011, -0.03260], [-1.72172, -1.26851, 0.15139], [-1.24892, 0.45385, 1.53259], [0.30172, 0.02854, -1.70607], [1.35078, 1.65139, -0.18781], [1.65490, -2.07539, -0.10843]], "mulliken_charge": [-0.238, 0.613, -0.304, -0.193, -0.154, 0.389, -0.094, -0.142, 0.125]}

Which of them is least stable? Easy: (A).

(A)
{"formula": "C5H10OS", "method": "ωB97M-V with the def2-TZVPD basis set", "homo_lumo_gap_ev": 9.27, "e_lumo_ha": 0.022, "homo_ev": -8.67, "elements": ["C", "C", "C", "C", "C", "O", "S", "H", "H", "H", "H", "H", "H", "H", "H", "H", "H"], "positions_angstrom": [[-0.05655, -0.58485, -1.38097], [0.51444, 0.24533, -0.55781], [-1.49878, -0.63480, -1.75197], [1.96695, 0.38241, -0.25807], [-0.55252, 0.72145, 2.20537], [0.60388, 2.69529, 0.96401], [-0.49601, 1.82297, 0.71116], [0.59785, -1.05010, -2.05911], [-1.73945, -1.53309, -2.28564], [-1.70808, 0.19033, -2.47195], [-2.14916, -0.63271, -0.85116], [2.45715, -0.28979, -0.98049], [2.14759, 1.44955, -0.45670], [2.05061, 0.13490, 0.74162], [-1.65444, 0.35907, 2.47212], [-0.21574, 1.35780, 2.89927], [0.09490, -0.05669, 2.06154]], "mulliken_charge": [-0.173, 0.223, -1.117, -1.087, -0.905, -0.558, 0.466, 0.298, 0.368, 0.242, 0.277, 0.381, 0.324, 0.276, 0.274, 0.421, 0.288]}

(B)
{"formula": "C5H10OS", "method": "ωB97M-V with the def2-TZVPD basis set", "homo_lumo_gap_ev": 9.45, "e_lumo_ha": 0.037, "smiles": "CSCCCC=O", "homo_ev": -8.46, "elements": ["O", "C", "C", "C", "C", "S", "C", "H", "H", "H", "H", "H", "H", "H", "H", "H", "H"], "positions_angstrom": [[-0.99224, -2.27008, 1.08477], [-0.90688, -2.44871, -0.11197], [0.10957, -1.61449, -0.94827], [1.09556, -0.91127, 0.00473], [0.41421, 0.45731, 0.49726], [0.60450, 1.82758, -0.65073], [-0.41260, 3.07348, 0.17231], [-1.55628, -3.44188, -0.36889], [0.63353, -2.30174, -1.63144], [-0.60276, -0.97299, -1.53816], [2.03050, -0.61634, -0.44211], [1.27334, -1.55295, 0.86205], [0.97273, 0.63811, 1.41816], [-0.66449, 0.30922, 0.75401], [-0.18018, 3.07537, 1.26327], [-1.47161, 2.74599, -0.00038], [-0.34689, 4.00339, -0.36460]], "mulliken_charge": [-0.440, -0.022, -0.502, -0.847, -0.663, -0.088, -0.798, 0.343, 0.321, 0.260, 0.477, 0.366, 0.423, 0.342, 0.243, 0.246, 0.340]}

(C)
{"formula": "C5H10OS", "method": "ωB97M-V with the def2-TZVPD basis set", "homo_lumo_gap_ev": 8.91, "e_lumo_ha": 0.027, "homo_ev": -8.17, "elements": ["C", "C", "C", "C", "C", "O", "S", "H", "H", "H", "H", "H", "H", "H", "H", "H", "H"], "positions_angstrom": [[0.52207, 1.54487, 0.35941], [-0.62746, 0.56805, 0.44226], [0.64201, -0.86392, -0.38346], [-1.82460, 0.99676, -0.29095], [0.43386, -2.27093, 0.21658], [2.95384, 0.51084, -0.87907], [2.01982, 0.20110, 0.23299], [0.62509, 2.05724, -0.62682], [0.81036, 2.23547, 1.24150], [-0.63509, -0.12234, 1.19911], [0.54088, -0.71482, -1.51043], [-2.57867, 0.10985, -0.38814], [-1.61625, 1.62120, -1.28089], [-2.45985, 1.76808, 0.29996], [0.30556, -2.03304, 1.34462], [1.30890, -2.83966, 0.15140], [-0.42048, -2.76875, -0.12808]], "mulliken_charge": [-0.541, -0.263, -0.134, -1.147, -1.090, -0.596, 0.389, 0.297, 0.334, 0.532, 0.375, 0.278, 0.278, 0.322, 0.273, 0.361, 0.330]}

Which of them is least stable? Easy: (C).

(A)
{"formula": "C5H10OS", "method": "ωB97M-V with the def2-TZVPD basis set", "homo_lumo_gap_ev": 10.15, "e_lumo_ha": 0.027, "homo_ev": -9.41, "elements": ["C", "C", "C", "C", "C", "H", "H", "H", "H", "H", "H", "H", "H", "H", "H", "O", "S"], "positions_angstrom": [[0.52358, 1.56007, -1.12734], [-0.31193, 0.24321, -1.41843], [-0.25308, -0.72099, -0.26489], [1.05354, -0.95326, 0.69555], [-1.17863, -0.49376, 0.79563], [1.17364, 2.14655, -2.21019], [-0.19771, 2.05224, -0.50843], [1.40622, 1.38693, -0.06497], [-1.41943, 0.61106, -1.68277], [-0.01493, -0.11248, -2.40260], [-0.55691, -1.51325, -0.90508], [0.90279, -1.69975, 1.46610], [1.81202, -1.28777, -0.05550], [1.47568, -0.01321, 1.24480], [-1.67278, -0.30412, 3.11868], [-2.09863, 0.18208, 0.79718], [-0.64344, -1.08355, 2.52226]], "mulliken_charge": [-0.855, -0.707, 0.318, -1.469, 0.511, 0.256, 0.314, 0.150, 0.272, 0.426, 0.203, 0.481, 0.334, 0.399, 0.150, -0.430, -0.354]}

(B)
{"formula": "C5H10OS", "method": "ωB97M-V with the def2-TZVPD basis set", "homo_lumo_gap_ev": 8.84, "e_lumo_ha": -0.001, "homo_ev": -8.88, "elements": ["C", "C", "C", "C", "C", "O", "S", "H", "H", "H", "H", "H", "H", "H", "H", "H", "H"], "positions_angstrom": [[-1.82709, 0.49257, 0.70089], [0.59870, 0.61558, -0.31089], [0.80116, -0.66382, -0.65344], [1.73253, 1.40223, 0.31443], [-0.28375, -1.52617, -1.16523], [-1.56018, -1.38337, 2.42661], [-2.19935, -1.00077, 1.13830], [-2.32057, 0.74329, -0.23357], [-1.59184, 1.35920, 1.37069], [-0.11032, 1.20725, -0.73823], [1.71140, -1.00481, -0.21967], [1.90102, 2.52522, 0.07759], [2.74110, 0.94510, 0.01288], [1.97064, 1.43561, 1.38282], [0.04624, -1.97343, -2.12009], [-1.02387, -0.97985, -1.57612], [-0.58582, -2.19383, -0.40697]], "mulliken_charge": [-0.562, -0.046, -0.013, -1.307, -1.613, -0.529, 0.337, 0.407, 0.308, 0.637, 0.298, 0.290, 0.299, 0.305, 0.376, 0.473, 0.339]}

Which of them is least stable? Easy: (A).

(A)
{"formula": "C3H13NO2", "method": "ωB97M-V with the def2-TZVPD basis set", "homo_lumo_gap_ev": 10.00, "e_lumo_ha": 0.026, "smiles": "CC(C)N.O.O", "homo_ev": -9.29, "elements": ["C", "C", "C", "N", "H", "H", "H", "H", "H", "H", "H", "H", "H", "H", "H", "O", "H", "H", "O"], "positions_angstrom": [[0.39812, -1.61910, 0.62224], [1.40862, -0.47307, 0.74194], [1.87430, -0.13875, -0.66255], [0.82138, 0.57694, 1.53982], [0.79950, -2.44200, 0.04656], [0.15974, -1.99098, 1.62829], [-0.55686, -1.23969, 0.23694], [2.23526, -0.93586, 1.28335], [2.53992, 0.72323, -0.83664], [2.35575, -1.00030, -1.10329], [1.07552, 0.21882, -1.29132], [-0.15280, 0.75774, 1.36859], [1.33620, 1.44201, 1.41207], [-3.46330, 1.18043, 2.14158], [-2.04762, 1.79182, 1.96596], [-2.98476, 2.00500, 1.98330], [-1.31288, 0.22763, -3.88874], [-0.59647, -0.93480, -4.62158], [-0.78387, -0.56668, -3.75146]], "mulliken_charge": [-1.392, 0.600, -1.293, -0.539, 0.401, 0.346, 0.320, 0.164, 0.348, 0.350, 0.302, 0.146, 0.239, 0.321, 0.341, -0.655, 0.317, 0.312, -0.630]}

(B)
{"formula": "C3H13NO2", "method": "ωB97M-V with the def2-TZVPD basis set", "homo_lumo_gap_ev": 8.92, "e_lumo_ha": 0.024, "smiles": "CCNC.O.O", "homo_ev": -8.27, "elements": ["C", "C", "N", "C", "H", "H", "H", "H", "H", "H", "H", "H", "H", "H", "H", "O", "H", "H", "O"], "positions_angstrom": [[0.91292, -1.06427, -1.55421], [1.15822, -0.79428, -0.08138], [1.64057, 0.55215, 0.16327], [2.24964, 0.75005, 1.45666], [0.19926, -1.87178, -1.71453], [1.83632, -1.29204, -2.06870], [0.52434, -0.15095, -1.98825], [1.79404, -1.47497, 0.42068], [0.21121, -1.01832, 0.45036], [0.83261, 1.12669, -0.04162], [2.03975, 1.74958, 1.84603], [1.85348, 0.06680, 2.22058], [3.32544, 0.65440, 1.40883], [-3.87039, -0.94137, -0.75440], [-5.10078, -0.56413, -1.56466], [-4.38162, -0.18039, -1.05668], [-1.76563, 1.19431, 1.68722], [-1.92836, 2.03651, 0.42209], [-1.53100, 1.22202, 0.74870]], "mulliken_charge": [-1.154, -0.424, -0.426, -0.913, 0.332, 0.308, 0.303, 0.507, 0.222, 0.316, 0.340, 0.316, 0.273, 0.318, 0.303, -0.620, 0.301, 0.290, -0.592]}

(C)
{"formula": "C3H13NO2", "method": "ωB97M-V with the def2-TZVPD basis set", "homo_lumo_gap_ev": 8.58, "e_lumo_ha": 0.022, "smiles": "CN(C)C.O.O", "homo_ev": -7.99, "elements": ["C", "N", "C", "C", "H", "H", "H", "H", "H", "H", "H", "H", "H", "H", "H", "O", "H", "H", "O"], "positions_angstrom": [[0.68511, 0.49851, 1.90224], [1.73273, -0.02743, 1.12333], [2.11104, 1.02628, 0.06803], [1.88680, -1.54170, 0.97970], [0.77300, 0.22082, 2.95631], [-0.39002, 0.12979, 1.68126], [0.58951, 1.64469, 1.93320], [2.80361, 1.73935, 0.46946], [2.79008, 0.57070, -0.70988], [1.15639, 1.31299, -0.34268], [1.07901, -2.03080, 1.52651], [2.79888, -2.03869, 1.38504], [1.68457, -1.90849, -0.04005], [-5.88309, 1.56997, -3.59533], [-4.96410, 2.80610, -2.99296], [-5.52637, 2.48450, -3.73743], [-1.52065, -2.69301, -1.45268], [-0.61398, -1.46906, -0.56610], [-1.19255, -2.29453, -0.58798]], "mulliken_charge": [-0.922, -0.021, -0.977, -0.943, 0.349, 0.253, 0.315, 0.283, 0.303, 0.428, 0.362, 0.277, 0.297, 0.329, 0.328, -0.656, 0.320, 0.340, -0.664]}

(D)
{"formula": "C3H13NO2", "method": "ωB97M-V with the def2-TZVPD basis set", "homo_lumo_gap_ev": 10.86, "e_lumo_ha": 0.034, "smiles": "CCCN.O.O", "homo_ev": -9.94, "elements": ["C", "C", "C", "N", "H", "H", "H", "H", "H", "H", "H", "H", "H", "H", "H", "O", "H", "H", "O"], "positions_angstrom": [[-0.54072, 1.63360, -0.00901], [0.64249, 0.79387, -0.46266], [1.96791, 1.59730, -0.41528], [-1.66467, 0.79032, 0.43519], [-0.80696, 2.31806, -0.82326], [-0.22666, 2.34144, 0.76406], [0.55882, 0.36853, -1.45994], [0.75716, -0.05593, 0.20575], [2.18669, 1.92466, 0.60509], [1.84066, 2.41974, -1.12021], [2.79841, 0.95206, -0.66727], [-2.51596, 1.31879, 0.31310], [-1.52513, 0.56372, 1.41013], [0.03868, -1.62477, 1.35046], [-1.33280, -1.22484, 0.92338], [-0.88371, -1.91129, 1.45364], [-0.20413, -2.44739, -0.47378], [0.20454, -2.72638, -1.93286], [0.54227, -2.38948, -1.09831]], "mulliken_charge": [-0.522, 0.196, -1.396, -0.616, 0.342, 0.269, 0.249, -0.155, 0.354, 0.328, 0.389, 0.195, 0.314, 0.353, 0.385, -0.726, 0.359, 0.304, -0.622]}

Which of them is least stable? Easy: (C).

(A)
{"formula": "CH6NPS", "method": "ωB97M-V with the def2-TZVPD basis set", "homo_lumo_gap_ev": [7.88, 7.95], "e_lumo_ha": [-0.017, -0.042], "homo_ev": [-8.34, -9.08], "elements": ["C", "N", "P", "S", "H", "H", "H", "H", "H", "H"], "positions_angstrom": [[-0.94967, -0.11832, -1.68021], [2.18722, 0.62754, 1.15997], [0.77225, 0.01137, 0.76236], [-0.80900, 0.22400, 2.18955], [-1.89267, -0.45681, -1.24988], [-1.00373, 0.92500, -1.95064], [-0.44840, -0.68720, -2.47493], [2.36127, 1.57671, 1.06416], [0.95444, -1.33596, 0.81528], [-1.17170, -0.76632, 1.36434]], "mulliken_charge": [-0.941, -0.542, 0.297, -0.208, 0.322, 0.303, 0.299, 0.243, 0.080, 0.145]}

(B)
{"formula": "CH6NPS", "method": "ωB97M-V with the def2-TZVPD basis set", "homo_lumo_gap_ev": 8.17, "e_lumo_ha": -0.020, "smiles": "[H]/N=P/[H].CS", "homo_ev": -8.72, "elements": ["C", "N", "P", "S", "H", "H", "H", "H", "H", "H"], "positions_angstrom": [[1.22657, 0.12143, 0.72364], [-1.91251, -0.37171, -1.12702], [-3.36540, -0.13012, -0.55475], [2.51881, -0.25352, -0.48995], [1.56213, 1.09091, 1.32472], [0.23691, 0.15735, 0.17561], [1.14294, -0.78416, 1.37539], [-1.68326, -0.11704, -2.07461], [-3.02820, -0.52708, 0.77814], [3.30200, 0.81394, -0.13118]], "mulliken_charge": [-0.453, -0.379, 0.101, -0.209, 0.264, 0.080, 0.211, 0.221, 0.053, 0.112]}

Which of them is least stable? Easy: (A).

(A)
{"formula": "CH6NPS", "method": "ωB97M-V with the def2-TZVPD basis set", "homo_lumo_gap_ev": [6.35, 6.35], "e_lumo_ha": [-0.066, -0.066], "homo_ev": [-8.15, -8.15], "elements": ["C", "N", "P", "S", "H", "H", "H", "H", "H", "H"], "positions_angstrom": [[0.10269, 0.55702, -1.14557], [-1.44019, 0.08235, 1.43129], [0.71817, -1.70642, 0.48938], [1.48997, 0.22890, 0.01125], [-0.72288, 0.36668, -0.45808], [0.13686, -0.25682, -1.93566], [0.04706, 1.64302, -1.42093], [-1.89164, -0.55152, 2.05494], [-0.68639, 0.53204, 1.84837], [1.43414, -1.67088, 1.66260]], "mulliken_charge": [-0.756, -0.638, 0.149, -0.114, 0.364, 0.277, 0.291, 0.153, 0.217, 0.058]}

(B)
{"formula": "CH6NPS", "method": "ωB97M-V with the def2-TZVPD basis set", "homo_lumo_gap_ev": [7.44, 7.74], "e_lumo_ha": [-0.054, -0.039], "homo_ev": [-8.91, -8.79], "elements": ["C", "N", "P", "S", "H", "H", "H", "H", "H", "H"], "positions_angstrom": [[0.98320, -1.53911, 0.34049], [0.40150, 2.36884, -0.15973], [-2.40460, 0.88969, -0.95050], [-0.55000, 1.09057, 0.04704], [1.84975, -1.39180, 0.95593], [1.16690, -1.19659, -0.73094], [-0.01004, -0.83695, 0.27416], [0.08818, 3.20966, -0.64706], [-2.53024, 0.00202, 0.15055], [1.00535, -2.59634, 0.72006]], "mulliken_charge": [-0.805, -0.457, 0.012, 0.129, 0.291, 0.230, 0.016, 0.245, 0.047, 0.292]}

Which of them is least stable? Easy: (B).